Record 1
# C18H19NO9

The molecule C18H19NO9 in a non-equilibrium geometry (ωB97M-V/def2-TZVPD, OMol25).

Properties
HOMO   -8.64 eV
Relative energy (zero: lowest compared OMol25 entry of this formula, charge and spin)   94.7 kcal/mol
E_tot   -38887.1655 eV
SMILES   COC(=O)OC/C=C/c1c(COC(=O)OC)c2c(n1C)C(=O)C=C(OC)C2=O
Gap between HOMO and LUMO   7.391 eV

Last column: natural (NBO) charge in e.
Atoms and positions in Å:
O1 -0.74715 1.98011 3.63836  -0.628
O2 3.52624 1.04058 4.20672  -0.681
O3 -1.51052 2.73625 -2.19982  -0.516
O4 -2.14512 -2.38530 -3.27337  -0.526
O5 1.37701 2.93819 3.30174  -0.473
O6 5.36472 -0.08875 3.44835  -0.504
O7 -2.64375 1.92579 -4.77186  -0.522
O8 0.35455 2.12932 1.64632  -0.497
O9 3.34655 -1.12155 3.26012  -0.530
C1 0.21124 2.31526 2.95256  0.992
C2 4.07255 0.01894 3.66418  1.005
C3 -1.85667 1.56418 -2.36593  0.469
C4 -1.83924 -1.25791 -3.09772  0.536
C5 -2.21795 -0.23939 -3.97185  -0.320
C6 -2.24401 1.10737 -3.71841  0.302
C7 -1.31228 0.55568 -1.41973  -0.143
C8 -1.27375 -0.79782 -1.84964  0.029
C9 -0.45103 -0.59872 0.28495  0.127
C10 -0.79241 0.69682 -0.03555  -0.051
C11 0.09117 -0.97836 1.60408  -0.220
C12 1.32115 -0.68503 2.09858  -0.142
N1 -0.78539 -1.51809 -0.75031  -0.294
C13 1.37398 3.13048 4.70822  -0.267
C14 6.37008 0.79150 4.05834  -0.245
C15 -1.68301 2.62354 -5.56585  -0.249
C16 -0.73492 2.03725 0.79873  -0.071
C17 1.88250 -1.25747 3.40739  -0.077
C18 -0.45238 -2.91343 -0.87812  -0.404
H1 -2.57648 -0.44908 -4.98980  0.242
H2 -0.48254 -1.76030 2.12820  0.202
H3 1.85648 0.05598 1.68805  0.207
H4 0.92556 4.05300 5.02473  0.179
H5 2.40692 3.28738 4.96793  0.199
H6 1.03502 2.29491 5.29974  0.203
H7 6.72584 1.39049 3.22421  0.198
H8 7.17752 0.18766 4.37548  0.198
H9 5.90283 1.42308 4.87982  0.221
H10 -1.08521 3.38056 -4.95317  0.193
H11 -2.19855 3.20962 -6.31348  0.201
H12 -0.96760 1.91318 -6.08424  0.174
H13 -0.69826 2.79644 0.15601  0.211
H14 -1.75849 2.01669 1.22471  0.214
H15 1.57838 -2.18989 3.49915  0.191
H16 1.58359 -0.75112 4.38585  0.214
H17 -1.35373 -3.50222 -0.85227  0.218
H18 -0.01232 -3.04603 -1.90952  0.222
H19 0.21020 -3.18846 -0.06059  0.215

=====

Record 2
# C21H25FN2O2S

The molecule C21H25FN2O2S (ωB97M-V/def2-TZVPD, OMol25).

Properties
HOMO   -8.93 eV
Relative energy (zero: lowest compared OMol25 entry of this formula, charge and spin)   0.0 kcal/mol
E_tot   -42812.3986 eV
SMILES   Cc1ccsc1CCNC(=O)[C@@H]1CCC(=O)N(CCc2cccc(F)c2)C1
Gap between HOMO and LUMO   9.311 eV

Last column: natural (NBO) charge in e.
Atoms and positions in Å:
C1 4.00839 1.75824 -1.59784  -0.644
C2 2.61998 2.01902 -1.12002  -0.057
C3 2.27283 2.23510 0.18081  -0.179
S1 0.55341 2.43003 0.35459  0.398
C4 0.31914 2.23505 -1.34006  -0.426
C5 1.49201 2.02765 -1.98438  -0.236
H1 1.56618 1.88048 -3.04712  0.224
H2 -0.67162 2.29447 -1.74570  0.240
C6 3.13856 2.26108 1.39618  -0.451
H3 3.98239 2.93872 1.24546  0.230
H4 2.55285 2.63086 2.24079  0.213
C7 3.68885 0.86104 1.72826  -0.222
N1 2.64396 -0.13316 1.67508  -0.615
C8 2.56800 -1.03610 0.67252  0.703
O1 3.46479 -1.21330 -0.12623  -0.647
C9 1.25620 -1.80471 0.60812  -0.304
C10 1.47940 -3.32199 0.57347  -0.394
C11 0.45762 -4.02821 -0.33242  -0.503
C12 -0.88152 -3.32056 -0.40010  0.684
O2 -1.95025 -3.87718 -0.24918  -0.631
N2 -0.77017 -2.00399 -0.70846  -0.445
C13 0.53249 -1.38960 -0.68254  -0.219
H5 0.41348 -0.30665 -0.73263  0.231
H6 1.13706 -1.70326 -1.54127  0.211
C14 -1.94473 -1.16766 -0.77534  -0.204
H7 -1.80050 -0.41941 -1.55999  0.197
H8 -2.78262 -1.81332 -1.04606  0.238
C15 -2.24570 -0.47508 0.56560  -0.433
C16 -3.44507 0.41587 0.43742  0.016
C17 -4.71650 -0.14004 0.36569  -0.295
C18 -5.80781 0.69223 0.21311  0.415
C19 -5.68090 2.06698 0.12669  -0.295
C20 -4.41203 2.61305 0.20057  -0.183
C21 -3.30526 1.79549 0.35335  -0.236
H9 -2.32091 2.23604 0.42019  0.204
H10 -4.28654 3.68354 0.14000  0.216
H11 -6.55816 2.68258 0.00869  0.230
F1 -7.04075 0.14609 0.14778  -0.325
H12 -4.86034 -1.20718 0.43274  0.234
H13 -1.38109 0.11704 0.87293  0.206
H14 -2.42884 -1.24920 1.31324  0.224
H15 0.84181 -4.06953 -1.35449  0.227
H16 0.28846 -5.05087 0.00316  0.242
H17 1.41395 -3.72062 1.58647  0.212
H18 2.48503 -3.52051 0.19781  0.234
H19 0.61804 -1.53860 1.45644  0.202
H20 1.84376 0.01733 2.26970  0.394
H21 4.14584 0.86908 2.72201  0.200
H22 4.43504 0.55821 0.99234  0.236
H23 4.23297 0.69617 -1.49016  0.252
H24 4.10298 2.02500 -2.64739  0.219
H25 4.73586 2.32426 -1.01985  0.212

=====

Record 3
# C4H10N

The ion C4H10N with charge +1 in a non-equilibrium geometry (ωB97M-V/def2-TZVPD, OMol25).

Properties
Net charge   +1
HOMO   -17.19 eV
Relative energy (zero: lowest compared OMol25 entry of this formula, charge and spin)   62.3 kcal/mol
E_tot   -5791.1575 eV
SMILES   C[N+]1(C)CC1
Gap between HOMO and LUMO   14.327 eV

Last column: natural (NBO) charge in e.
Atoms and positions in Å:
C1 0.99190 0.44604 -0.85022  -0.240
C2 1.33825 0.57932 0.52056  -0.211
C3 -0.23265 -1.52260 0.08318  -0.404
C4 -1.27045 0.90364 0.18286  -0.349
N1 0.06308 -0.11040 0.07985  -0.206
H1 0.50292 1.36689 -1.43580  0.244
H2 1.52165 -0.22794 -1.50473  0.252
H3 2.05818 -0.24188 0.93306  0.263
H4 1.19506 1.55723 0.97705  0.254
H5 0.60741 -2.07778 -0.25880  0.229
H6 -0.57621 -1.86103 1.11598  0.247
H7 -0.93733 -1.59634 -0.69564  0.231
H8 -0.74001 1.65223 0.72454  0.208
H9 -1.54315 1.19738 -0.82752  0.234
H10 -2.04870 0.61455 0.84677  0.247